{"formula": "C3H10NO2S", "method": "the ωB97M-V functional and the def2-TZVPD basis", "species": ["S", "O", "O", "N", "C", "C", "C", "H", "H", "H", "H", "H", "H", "H", "H", "H", "H"], "positions_angstrom": [[-1.9830, 2.5094, 0.1813], [1.9879, 0.1820, 0.4721], [2.0149, -2.6232, -2.1557], [-0.4552, -1.3855, 0.0798], [-1.6235, 0.8016, 0.5119], [-0.3803, 0.1281, -0.0486], [0.9565, 0.7872, 0.5030], [-0.4834, 0.2938, -1.1854], [-0.2685, -1.6703, 1.0278], [0.3951, -1.7315, -0.2328], [0.7915, 1.8846, 0.8937], [0.3242, 1.6529, 2.4994], [-1.8500, 0.6961, 1.5974], [1.8282, -2.9513, -3.0466], [-2.4202, 0.2793, -0.0842], [2.5977, -1.8095, -2.2915], [-1.4320, 2.9561, 1.2784]], "forces_ev_per_a": [[0.4, 0.3, -1.2], [-2.3, 2.5, 0.6], [1.0, 1.8, -0.2], [-0.2, 3.4, 1.3], [-1.5, -0.7, 0.8], [-1.4, -1.6, -1.8], [2.1, -3.7, -1.2], [1.0, 0.1, 1.6], [-1.1, 0.1, 1.2], [2.0, -1.1, -2.4], [-0.6, 0.3, 1.6], [0.5, 0.1, -1.4], [0.4, -0.7, -0.9], [0.1, 0.1, 0.2], [0.5, 0.1, 1.0], [-1.1, -1.8, 0.1], [0.3, 0.6, 0.8]], "lowdin_charge": [0.855, 0.205, -0.089, 0.138, -0.583, -0.343, -0.167, 0.188, 0.098, 0.034, 0.141, 0.364, 0.087, 0.043, 0.114, 0.073, -0.158], "lumo_energy_ev": -9.3, "charge": 1, "de_lowest_kcal_mol": 175.5, "largest_force_ha_per_bohr": 0.0857, "total_energy_ha": -723.200926}


{"formula": "C3H10NO2S2", "method": "the ωB97M-V functional and the def2-TZVPD basis", "species": ["S", "S", "O", "O", "N", "C", "C", "C", "H", "H", "H", "H", "H", "H", "H", "H", "H", "H"], "positions_angstrom": [[-1.3508, 3.2413, 1.2083], [-2.1938, 1.4848, 1.7718], [0.6709, 0.6266, -1.3036], [3.0085, -1.0289, -1.3614], [-0.0604, -1.5585, -0.0831], [-1.0455, -0.3982, -0.0629], [-0.9500, 0.2589, 1.3629], [-0.5002, 0.5422, -1.1196], [0.0710, 0.6294, 1.3970], [0.7706, -1.2333, -0.6271], [3.2387, -1.7261, -1.9817], [-0.3001, 3.7414, 1.9054], [-0.4568, -2.4194, -0.4555], [-2.0691, -0.7477, -0.1600], [0.3833, -1.8112, 0.8035], [-1.2958, 1.1643, -1.5618], [3.3001, -0.2113, -1.7720], [-1.2205, -0.5543, 2.0397]], "forces_ev_per_a": [[-0.4, 1.1, -1.8], [0.6, 0.4, 0.7], [0.6, 0.0, -0.4], [-0.4, -0.4, 0.2], [0.6, -0.1, 0.2], [0.5, -0.3, 1.2], [-0.3, -0.8, -1.2], [-1.9, 0.7, 0.4], [0.0, 0.1, 0.9], [-0.1, -0.1, -0.4], [0.2, 0.0, -0.1], [-0.2, -1.0, 0.9], [0.1, 0.1, -0.3], [0.1, -0.2, -0.6], [-0.5, 0.2, 0.4], [0.5, 0.2, -0.3], [0.0, 0.1, 0.0], [0.7, 0.0, 0.3]], "lowdin_charge": [0.338, 0.496, 0.102, -0.051, 0.222, -0.264, -0.530, -0.210, 0.092, 0.127, 0.051, -0.154, 0.178, 0.151, 0.174, 0.150, 0.050, 0.078], "lumo_energy_ev": -3.7, "charge": 1, "de_lowest_kcal_mol": 25.7, "largest_force_ha_per_bohr": 0.0415, "total_energy_ha": -1121.634219}